40
Properties=species:S:1:pos:R:3:lowdin_charge:R:1 method="wB97M-V/def2-TZVPD" e_tot_ha=-715.3975 homo_lumo_gap_ev=9.90 total_charge=0 de_lowest_kcal_mol=0.0 homo_ev=-9.132 lumo_ev=0.772
C -4.6226 -1.1792 -0.1710 -0.0686
C -4.3317 0.0935 0.6201 -0.4410
C -5.4681 0.3793 1.6007 -0.0868
C -4.1354 1.3041 -0.3001 -0.1734
C -2.9533 1.1695 -1.2630 -0.1818
N -1.7022 0.9566 -0.5727 0.0532
C -1.0278 -0.2161 -0.6154 -0.4960
O -1.3844 -1.1549 -1.2952 0.0597
C 0.2194 -0.2271 0.2556 -0.1103
C 0.9495 -1.5626 0.1621 -0.1896
C 2.2110 -1.5929 1.0320 -0.1595
C 3.2199 -0.5808 0.5693 -0.2530
C 3.9649 -0.8126 -0.5810 -0.0436
C 4.8729 0.1254 -1.0365 -0.0848
C 5.0502 1.3133 -0.3468 -0.0983
C 4.3153 1.5543 0.8007 -0.0884
C 3.4065 0.6133 1.2533 -0.0563
H -4.8641 -1.9934 0.5086 0.0775
H -5.4686 -1.0280 -0.8385 0.0843
H -3.7589 -1.4788 -0.7578 0.0569
H -3.4104 -0.0606 1.1935 0.1284
H -6.4032 0.5223 1.0632 0.0792
H -5.2655 1.2776 2.1808 0.0726
H -5.5943 -0.4515 2.2909 0.0738
H -3.9873 2.1957 0.3164 0.1105
H -5.0401 1.4570 -0.8917 0.1183
H -3.0893 0.3134 -1.9248 0.1143
H -2.8767 2.0766 -1.8730 0.1186
H -1.3867 1.6857 0.0471 0.1438
H -0.0754 -0.0311 1.2904 0.1266
H 0.8788 0.5832 -0.0661 0.1227
H 0.2711 -2.3594 0.4712 0.1187
H 1.2142 -1.7445 -0.8804 0.1170
H 1.9385 -1.3976 2.0716 0.1128
H 2.6473 -2.5928 0.9777 0.1166
H 3.8322 -1.7395 -1.1207 0.1149
H 5.4460 -0.0702 -1.9313 0.1013
H 5.7601 2.0463 -0.7009 0.0987
H 4.4502 2.4776 1.3458 0.1003
H 2.8380 0.8071 2.1526 0.1104